No. 1
DFT (the ωB97M-V functional and the def2-TZVPD basis) results for a molecular structure, C24H27ClIO3P2Ru.

Cartesian coordinates (Å):
C -3.239448 2.566613 -7.011882
C -3.096679 1.388346 -6.084966
H -4.067687 2.380686 -7.706032
H -2.322283 2.710400 -7.594170
H -3.462565 3.475203 -6.440766
O -3.744038 0.375483 -6.017169
I -1.440885 1.694391 -4.693321
Ru 0.483475 -0.137953 -1.405599
P 1.916514 -1.049201 -2.781793
C 2.196166 -2.853628 -2.704351
C 1.305661 -0.808543 -4.474576
H 3.531274 0.726981 -2.718128
H 4.246777 -0.765998 -3.418192
H 4.014841 -0.623147 -1.657513
C 3.594327 -0.363085 -2.634821
H 1.090529 0.254851 -4.632070
H 2.036332 -1.164576 -5.208623
H 2.933028 -3.173990 -3.451635
H 1.249973 -3.377109 -2.886711
H 0.369418 -1.368370 -4.579283
H 2.567612 -3.120211 -1.708255
C -0.242463 -1.789935 -1.061010
O -0.743399 -2.836147 -0.878720
Cl 1.072257 1.977967 -2.206215
O -0.599665 0.823215 0.184718
P -0.381635 0.431737 1.649139
C -1.777725 -0.578507 2.182698
C -1.942062 -0.910323 3.538063
C -2.968973 -1.782688 3.913075
C -3.875998 -2.260192 2.961619
C -3.750795 -1.873435 1.623176
C -2.705127 -1.034238 1.230502
C 1.156486 -0.485942 1.862422
C 1.414585 -1.206049 3.044063
C 2.659932 -1.811671 3.231955
C 3.609252 -1.748337 2.206598
C 3.319568 -1.101234 1.000849
C 2.093870 -0.463954 0.825266
C -0.339721 1.884257 2.713757
C 0.778982 2.240044 3.483821
C 0.723097 3.374865 4.304033
C -0.437310 4.150568 4.365867
C -1.562509 3.777259 3.619474
C -1.515086 2.650116 2.797273
H -1.280197 -0.492861 4.299741
H -3.054993 -2.080704 4.958768
H -4.690012 -2.921292 3.265453
H -4.470327 -2.221932 0.879325
H -2.611218 -0.727703 0.185694
H 0.643002 -1.287275 3.808622
H 2.879377 -2.309685 4.177953
H 4.588255 -2.205641 2.340850
H 4.035157 -1.090711 0.181651
H 1.865302 0.106437 -0.139223
H 1.684915 1.630129 3.465595
H 1.596289 3.651207 4.893101
H -0.465151 5.044515 4.993371
H -2.472996 4.370029 3.676967
H -2.395304 2.340989 2.229544

Cartesian forces, eV/Å:
-0.468 -0.198 -0.342
-1.355 -1.709 -0.117
0.150 -0.062 0.190
-0.093 -0.004 0.307
0.234 -0.223 -0.019
1.362 2.209 -0.208
-0.005 0.034 0.228
-1.433 5.093 -0.386
3.754 -2.600 -2.751
-0.026 -0.026 0.103
-0.135 0.394 0.053
0.096 -0.200 -0.004
-0.088 0.079 0.120
-0.113 0.059 -0.327
0.158 0.186 -0.304
0.118 -0.306 -0.079
-0.042 -0.008 0.201
-0.181 0.139 0.116
0.222 0.043 0.053
0.151 0.104 -0.051
-0.085 -0.030 -0.156
-5.021 -6.415 1.472
2.378 2.671 -0.634
-0.036 0.203 -0.046
0.201 0.389 1.923
-0.749 -1.170 -1.087
-0.105 0.382 0.350
-0.359 -0.361 -0.037
0.161 0.208 0.063
0.215 0.135 -0.059
0.133 0.140 0.038
0.003 -0.047 -0.033
-0.171 -0.054 0.269
0.288 0.203 -0.219
-0.227 0.227 -0.229
-0.038 0.102 -0.042
-0.188 -0.090 -0.149
-0.038 0.241 0.093
2.103 -0.258 0.927
-0.998 -1.555 -1.513
0.477 0.431 0.469
-1.891 0.481 -0.470
0.816 1.595 1.445
-0.518 -0.345 -0.376
-0.172 -0.191 -0.149
-0.078 0.117 -0.307
0.293 0.199 -0.093
0.253 0.111 0.255
-0.007 -0.120 0.367
0.293 0.031 -0.125
-0.037 0.042 -0.389
-0.242 0.071 -0.022
-0.012 -0.069 0.425
1.153 -0.145 1.563
-0.287 0.188 -0.077
-0.160 -0.010 -0.103
-0.023 -0.340 -0.203
0.190 -0.115 -0.015
0.177 0.142 0.091

## Properties
Total charge ... +2
2S+1 ... 6
LUMO energy (spin up / spin down) ... -6.8 / -11.1 eV

=====

No. 2
DFT (the ωB97M-V functional and the def2-TZVPD basis) results for a molecular structure, C24H27ClKN4O2S2.

Cartesian coordinates (Å):
K 0.641809 0.268384 0.137966
S -2.618904 -1.437445 0.133629
C -3.426841 -1.763429 -1.310701
N -4.633524 -2.446898 -1.266153
C -5.103172 -3.024300 -2.497233
C -5.081021 -1.939789 -3.564605
N -3.749585 -1.408954 -3.674922
C -3.311427 -1.029349 -4.997686
C -3.080853 -2.248679 -5.849133
C -2.155736 -3.200186 -5.430818
C -1.948114 -4.350652 -6.166668
C -2.668102 -4.567673 -7.331466
C -3.602998 -3.636300 -7.746130
C -3.813458 -2.485468 -7.005381
C -2.938300 -1.319906 -2.563384
S -1.381515 -0.691713 -2.745731
C -5.117143 -3.049968 -0.042406
C -4.831442 -4.526721 0.010719
C -5.864289 -5.453787 -0.005308
C -5.593520 -6.809676 -0.033003
C -4.284333 -7.255492 -0.056767
C -3.247093 -6.337935 -0.031416
C -3.516743 -4.982516 0.003886
H -6.121336 -3.392251 -2.351964
H -4.472088 -3.870278 -2.815036
H -5.799566 -1.147694 -3.296796
H -5.375654 -2.363378 -4.528700
H -2.374149 -0.474254 -4.874785
H -4.066146 -0.377844 -5.457441
H -1.597566 -3.013522 -4.525450
H -1.223316 -5.080943 -5.834523
H -2.488602 -5.453630 -7.923687
H -4.174907 -3.805447 -8.648609
H -4.546927 -1.761458 -7.335461
H -6.198928 -2.870174 0.034976
H -4.607399 -2.532143 0.776502
H -6.889258 -5.108078 0.017238
H -6.409513 -7.517269 -0.050647
H -4.075505 -8.316061 -0.087405
H -2.223473 -6.683300 -0.046784
H -2.713778 -4.261669 0.041124
C -0.554757 -0.938287 3.354787
H -0.933580 -1.919135 3.160454
H -1.274561 -0.165693 3.536170
H 0.398342 -0.849913 3.829693
Cl 2.691325 3.733273 -3.872888
C 3.003514 2.184668 -3.086891
C 3.008508 2.303628 -1.535771
O 3.709861 3.193012 -1.033423
O 2.313798 1.458511 -0.947830
H 3.981906 1.852179 -3.433981
H 2.225193 1.487966 -3.391416
N 3.723148 2.250148 1.417893
C 4.427513 1.099123 1.609916
C 3.572029 0.212543 2.190169
N 2.347306 0.788034 2.346205
C 2.476961 1.991150 1.853782
H 3.898877 2.895406 0.628886
H 5.467906 1.025651 1.364349
H 3.758566 -0.792029 2.512588
H 1.697420 2.726311 1.832032

Cartesian forces, eV/Å:
-1.128 -0.804 0.078
0.562 0.241 0.705
-0.055 0.021 0.353
-0.232 0.035 -0.056
-0.068 0.150 -0.296
-0.202 -0.194 0.179
-0.152 -0.059 -0.014
0.072 0.105 -0.010
-0.208 -0.009 -0.123
0.055 0.025 0.043
0.027 -0.027 -0.001
0.019 -0.086 -0.155
-0.040 -0.101 -0.165
0.119 0.111 0.092
0.230 0.098 -0.267
0.740 0.298 0.047
-0.061 0.173 0.127
-0.146 0.003 -0.038
0.049 0.124 0.091
-0.080 -0.176 -0.026
-0.049 -0.189 0.031
0.066 -0.022 -0.025
0.044 0.011 0.051
0.010 -0.007 -0.013
-0.091 0.046 -0.025
0.020 -0.111 -0.044
0.004 0.011 0.019
-0.260 -0.027 -0.071
0.058 -0.034 -0.006
0.077 0.028 0.155
0.058 -0.028 0.020
-0.032 -0.108 -0.015
-0.020 -0.026 -0.059
-0.063 0.086 0.013
0.092 -0.090 -0.020
-0.189 -0.098 -0.106
-0.096 0.049 -0.058
-0.071 -0.103 0.011
0.027 -0.061 -0.012
0.100 -0.010 0.019
0.101 0.137 -0.073
-0.179 -0.137 0.486
-0.137 -0.348 -0.344
-0.195 0.337 -0.173
0.481 0.149 -0.044
-0.087 0.488 -0.268
0.030 -0.370 0.500
0.107 0.099 -1.024
0.422 0.580 0.065
0.119 -0.126 -0.168
-0.072 -0.076 0.076
0.109 0.057 -0.020
0.004 -0.052 0.292
0.263 -0.140 0.074
0.413 -0.153 -0.003
-0.632 -0.083 0.341
0.091 0.402 0.245
-0.061 0.093 -0.121
0.132 -0.072 -0.181
0.114 -0.221 0.081
-0.205 0.194 -0.172

## Properties
Total charge ... -1
2S+1 ... 1
LUMO energy (spin up / spin down) ... 2.3 / 2.1 eV

=====

No. 3
DFT (the ωB97M-V functional and the def2-TZVPD basis) results for C24H27ClN4O2 in the gas phase.

Cartesian coordinates (Å):
C 7.337855 0.736249 0.134653
H 7.311928 -0.357845 0.127627
O 6.406883 1.417525 -0.717984
C 5.029091 1.195085 -0.248758
C 4.625772 0.386658 0.788596
C 3.215721 0.435659 1.376949
C 2.206318 1.012562 0.720092
C 2.647536 1.830389 -0.735387
C 3.935855 1.877088 -1.088174
H 4.330027 2.319829 -1.900393
H 1.842946 2.489763 -1.179810
N 0.840111 1.201582 0.801015
C 0.336007 0.123249 1.687889
C -1.007432 0.692755 1.797126
C -1.133488 1.610819 0.643875
N 0.002810 1.866931 0.407101
C -2.269968 2.180402 0.358433
C -2.518439 2.636332 -0.953995
C -3.522757 3.445737 -1.528327
C -4.641645 3.724399 -0.437475
C -4.485231 3.377728 0.695818
C -3.416826 2.820663 1.362085
H -3.160282 2.642217 2.314004
H -5.253950 3.716734 1.681081
H -5.506762 4.352384 -1.135135
H -3.654080 3.601432 -2.520592
Cl -1.270293 2.150815 -2.206938
C -2.074729 -0.006115 2.418489
N -2.614270 -1.381192 1.813578
H -2.786657 -1.076997 0.844436
C -1.501036 -2.251881 1.534132
C -2.062289 -3.628077 0.729996
H -2.881230 -3.939557 1.395523
C -2.439033 -3.448645 -0.624249
N -1.429911 -2.683256 -1.330092
C -1.387787 -1.079337 -1.495998
O -2.311252 -0.547537 -1.362108
C -0.147739 -0.863018 -1.972455
H -0.369942 -0.146914 -3.035948
C 0.342659 -2.081200 -2.601633
H 1.625823 -2.290561 -2.490078
H 0.017645 -2.348368 -3.483911
C -0.260983 -3.283838 -1.718116
H -0.415872 -4.339244 -2.210038
H 0.380342 -3.367784 -0.953254
H 0.649144 -0.430168 -1.532587
H -3.228258 -2.803048 -0.589077
H -2.499980 -4.412263 -1.075086
H -1.228911 -4.280463 0.785091
H -0.733476 -1.932871 1.119654
H -1.191917 -2.601674 2.552835
H -1.731635 -0.458365 3.380303
H -2.814736 0.505990 2.491482
H 0.905826 -0.492005 2.501142
H 3.126207 -0.054572 2.356209
H 5.375983 0.173221 1.774066
H 8.177120 0.886861 -0.572218
H 7.283214 1.175750 1.106530

Cartesian forces, eV/Å:
0.921 0.094 -2.986
-1.005 0.027 0.314
-4.495 -1.381 1.782
-0.570 0.206 -1.603
0.807 1.536 4.178
1.454 -0.753 -0.400
2.552 5.218 -7.605
-1.100 -0.786 3.412
1.328 -2.836 3.815
0.861 1.874 -2.820
0.970 -1.274 0.318
9.005 -12.834 9.519
-3.442 3.811 1.894
2.815 -3.974 -2.399
-2.692 -6.182 8.874
2.149 11.603 -10.649
-10.070 7.517 -0.826
0.355 0.585 -2.593
-1.535 -2.224 8.485
-0.675 5.053 -19.273
-1.462 -1.465 17.249
4.863 -3.282 -7.778
-0.078 -0.214 3.530
1.442 -0.727 -3.291
1.974 -1.894 3.179
-0.196 0.681 -2.670
-0.720 0.642 0.346
6.631 -9.261 1.261
1.154 2.919 -2.155
-1.083 0.098 0.286
-7.470 -6.631 4.743
1.490 2.032 5.437
0.242 -0.393 -0.379
2.088 1.608 -1.711
-1.704 2.474 -0.356
6.259 -12.719 0.772
-12.991 8.591 2.483
2.716 2.932 -8.434
0.705 -1.358 3.290
5.847 -4.597 4.934
-3.746 1.112 -0.787
-1.318 -0.389 -5.016
-0.080 0.032 -3.457
0.404 1.983 0.377
2.691 -1.154 3.166
1.864 1.970 2.335
-3.148 1.011 -0.766
-0.973 -0.602 -0.845
0.754 -1.048 0.423
6.836 3.428 -4.259
0.128 -0.219 -0.688
-0.357 1.058 -0.130
-9.031 5.928 1.385
-0.953 1.309 -2.194
-0.156 0.225 -0.557
-1.734 0.060 -3.398
0.730 0.400 1.611
0.750 0.176 0.627

## Properties
SMILES ... COc1ccc(-n2cc(CNCCCN3CCCC3=O)c(-c3ccccc3Cl)n2)cc1
2S+1 ... 1
LUMO energy ... -0.3 eV